Here is C6H13N3 in the gas phase at a distorted geometry from OMol25. Energies are from the ωB97M-V functional and the def2-TZVPD basis.

Cartesian coordinates (Å):
C (-1.7039, -1.4382, 0.1282)
C (1.3608, -1.5057, 0.1819)
C (2.3479, 0.7442, -0.3943)
C (-0.0580, 0.7103, 0.3101)
C (-1.2770, -0.0215, -0.2303)
C (1.0896, -0.0543, -0.1420)
N (-0.0028, 2.0652, 0.7105)
N (-2.4055, 0.8742, -0.3166)
N (-0.1937, 0.2833, -1.1362)
H (0.5059, 2.1687, 1.5800)
H (-0.9333, 2.4529, 0.7995)
H (-3.2730, 0.3887, -0.5138)
H (-2.2722, 1.5543, -1.0570)
H (-2.7873, -1.4733, 0.2367)
H (-1.4393, -2.1402, -0.6596)
H (-1.2803, -1.7750, 1.0709)
H (0.8699, -1.8333, 1.0935)
H (2.4314, -1.6666, 0.3090)
H (1.0313, -2.1519, -0.6300)
H (2.9728, 0.2362, -1.1274)
H (2.9233, 0.8397, 0.5287)
H (2.0935, 1.7425, -0.7417)

Forces on atoms 1 to 6 (eV/Å):
C -0.136 0.064 0.034
C -0.108 -0.211 0.069
C -0.471 0.113 -0.576
C -0.870 -0.316 -0.047
C 0.879 0.110 1.570
C -1.660 0.111 -0.562

Values from the calculation:
**Max |F|**: 0.04096 hartree/bohr
**E_HOMO**: -8.170 eV
**Net charge**: 0
**SMILES string**: CC1(C)N2[C@](C)(N)[C@]21N
**ΔE to the lowest compared entry with this formula, charge and spin**: 55.03 kcal/mol
**Kohn-Sham gap**: 9.2 eV
**LUMO level**: 1.00 eV

Löwdin population analysis, charges in e, atoms 1 to 5: -0.016, -0.038, -0.040, -0.385, -0.514

=====

Here is a 8-piece molecular cluster, C24H62BF4N2O14P2S3 overall at a distorted geometry from OMol25. Energies are from the ωB97M-V functional and the def2-TZVPD basis.

Cartesian coordinates (Å):
N (3.5049, 0.8675, -0.5367)
H (3.2193, 1.7520, -0.9320)
H (3.3867, 0.8726, 0.4663)
H (4.4575, 0.5723, -0.6964)
H (2.8977, 0.1395, -0.8851)
N (-1.9515, -3.1563, -0.8518)
H (-2.0879, -2.1776, -0.6429)
H (-1.8856, -3.2752, -1.8526)
H (-2.6771, -3.7236, -0.4373)
H (-1.0407, -3.5072, -0.5922)
B (-0.7139, -0.1712, -1.2043)
F (-1.4796, -0.7407, -0.1689)
F (0.6661, -0.2916, -1.0480)
F (-1.0398, -0.9029, -2.3226)
F (-1.0101, 1.1781, -1.2862)
C (-2.9523, -0.3338, -5.6161)
C (-3.8724, 0.8315, -5.0631)
C (-4.1923, 0.5675, -3.6278)
S (-4.4933, -1.2866, -3.6561)
O (-5.8494, -1.5613, -4.2296)
O (-4.1337, -1.8498, -2.3332)
C (-3.2300, -1.6946, -4.8975)
H (-1.9107, -0.0168, -5.5642)
H (-3.1839, -0.5466, -6.6597)
H (-4.7574, 0.7734, -5.6968)
H (-3.5745, 1.8666, -5.2307)
H (-4.9919, 1.1269, -3.1423)
H (-3.3731, 0.6667, -2.9158)
H (-3.5400, -2.5288, -5.5269)
H (-2.3406, -1.9649, -4.3283)
C (3.2303, -5.6987, -0.5318)
C (3.5837, -5.1192, 0.8486)
C (2.5699, -4.0414, 1.1424)
S (2.1371, -3.2870, -0.4972)
O (2.7279, -1.9662, -0.6239)
O (0.7245, -3.3993, -0.6748)
C (3.0498, -4.5623, -1.5161)
H (2.3164, -6.2621, -0.3434)
H (4.0069, -6.3698, -0.8988)
H (4.6086, -4.7490, 0.8248)
H (3.5346, -5.9298, 1.5756)
H (2.8080, -3.2036, 1.7977)
H (1.5666, -4.3217, 1.4633)
H (3.9511, -4.0414, -1.8392)
H (2.4886, -4.7483, -2.4318)
C (2.2569, -2.0069, -6.1896)
C (2.0860, -2.6651, -4.8239)
C (1.3051, -1.5856, -4.0115)
S (2.2444, -0.0481, -4.3428)
O (3.1906, 0.1495, -3.2162)
O (1.3695, 1.0649, -4.7407)
C (3.0220, -0.6133, -5.8753)
H (1.2982, -1.9572, -6.7059)
H (2.9477, -2.6475, -6.7379)
H (3.0437, -2.8961, -4.3575)
H (1.4111, -3.5094, -4.9642)
H (1.1071, -1.6390, -2.9410)
H (0.3182, -1.6221, -4.4729)
H (4.0653, -0.7454, -5.5887)
H (2.8140, 0.1628, -6.6118)
C (1.8702, 3.5548, 4.3870)
C (2.1033, 2.1293, 5.0573)
O (1.6182, 1.1435, 4.1338)
P (2.5768, 0.3151, 3.1404)
O (3.1769, 1.0168, 1.9698)
O (3.7284, -0.2372, 4.1789)
C (3.4841, -1.1092, 5.1837)
C (4.1306, -2.4823, 4.9212)
O (1.6416, -0.9489, 2.7731)
C (0.3536, -0.8048, 2.1874)
C (-0.6162, -1.7922, 2.8575)
H (2.5516, 3.6526, 3.5420)
H (0.8593, 3.8059, 4.0658)
H (2.2413, 4.2425, 5.1469)
H (3.1042, 1.7867, 5.3195)
H (1.3821, 2.1584, 5.8741)
H (4.1443, -0.6933, 5.9449)
H (2.4372, -1.0763, 5.4852)
H (3.5757, -3.1400, 4.2521)
H (5.0500, -2.3345, 4.3547)
H (4.3329, -3.0643, 5.8204)
H (-0.0759, 0.1968, 2.1681)
H (0.5392, -1.0558, 1.1430)
H (-0.5707, -1.3710, 3.8618)
H (-1.6525, -1.6363, 2.5574)
H (-0.3125, -2.8386, 2.8878)
C (-4.5981, 2.0788, 0.4316)
C (-4.7824, 3.4695, 0.9826)
O (-3.6924, 3.7459, 1.9184)
P (-2.6020, 4.9618, 1.8154)
O (-2.3547, 5.5134, 0.4371)
O (-3.1127, 6.1006, 2.8839)
C (-3.4013, 5.6823, 4.1997)
C (-4.6060, 6.2710, 4.8073)
O (-1.3019, 4.2964, 2.4912)
C (-0.7591, 3.0963, 1.8388)
C (0.3864, 3.5273, 0.9068)
H (-5.3414, 1.7244, -0.2825)
H (-3.6186, 2.0271, -0.0437)
H (-4.5533, 1.3671, 1.2561)
H (-4.7782, 4.2049, 0.1781)
H (-5.7697, 3.6040, 1.4243)
H (-3.4950, 4.6152, 4.4013)
H (-2.5350, 5.9234, 4.8157)
H (-4.3859, 7.3353, 4.8900)
H (-5.4462, 6.0867, 4.1379)
H (-4.8164, 5.8657, 5.7970)
H (-0.3544, 2.4636, 2.6288)
H (-1.4667, 2.3985, 1.3909)
H (1.0463, 4.0935, 1.5642)
H (0.9375, 2.6609, 0.5411)
H (0.0935, 4.2417, 0.1375)

Forces on atoms 1 to 6 (eV/Å):
N 0.016 -0.553 -0.689
H 0.341 0.188 -0.389
H -0.328 0.311 1.391
H 0.253 0.390 -0.651
H -0.488 -0.445 -0.586
N -0.141 -1.609 -0.598

Values from the calculation:
**Max |F|**: 0.11286 hartree/bohr
**E_HOMO**: -11.771 eV
**Net charge**: +1
**ΔE to the lowest compared entry with this formula, charge and spin**: 24.86 kcal/mol
**Kohn-Sham gap**: 9.5 eV
**LUMO level**: -2.29 eV

Löwdin population analysis, charges in e, atoms 1 to 5: 0.300, 0.146, 0.007, 0.144, 0.050

=====

Here is C6H9IrNO5SbSe4 as an isolated structure from OMol25. Energies are from the ωB97M-V functional and the def2-TZVPD basis.

Cartesian coordinates (Å):
Ir (0.4642, 0.1330, -0.3392)
O (-1.7132, 1.7360, 0.2305)
C (-2.7075, 0.7304, 0.2063)
C (-2.6047, -0.1411, -1.0234)
N (-1.2940, -0.8162, -1.1456)
C (-0.9222, -0.8823, -2.5900)
C (-0.4815, 0.4967, -3.0625)
O (-0.8396, 0.9498, -4.1326)
O (0.2900, 1.0867, -2.1938)
C (-1.2673, -2.1721, -0.5777)
C (0.1721, -2.6705, -0.5670)
O (0.4126, -3.8595, -0.6063)
O (1.0792, -1.7320, -0.5304)
H (-1.7384, 2.2861, -0.5624)
H (-2.5461, 0.1466, 1.1138)
H (-3.7116, 1.1629, 0.2560)
H (-3.4065, -0.8870, -1.0264)
H (-2.7463, 0.4819, -1.9091)
H (-0.0655, -1.5488, -2.6848)
H (-1.7495, -1.2677, -3.1880)
H (-1.6356, -2.1514, 0.4498)
H (-1.8881, -2.8576, -1.1609)
Se (3.7297, 1.0467, 4.2145)
Sb (2.7824, -0.0644, 2.2619)
Se (0.3331, -0.3598, 2.0961)
Se (2.7696, 0.9303, -0.0099)
Se (4.2815, -1.8722, 2.8944)

Forces on atoms 1 to 6 (eV/Å):
Ir -0.258 0.041 0.650
O 0.397 0.315 0.014
C 0.095 -0.080 0.079
C -0.027 -0.075 0.029
N -0.131 0.165 -0.216
C -0.124 -0.154 0.062

Values from the calculation:
**Max |F|**: 0.01362 hartree/bohr
**E_HOMO (alpha / beta)**: -5.085 / -5.088 eV
**Spin multiplicity**: 2
**⟨S²⟩**: 0.7601
**Net charge**: -1
**Kohn-Sham gap (alpha / beta)**: 7.2 / 6.3 eV
**LUMO level (alpha / beta)**: 2.14 / 1.19 eV

Löwdin population analysis, charges in e, atoms 1 to 5: 0.801, -0.114, -0.249, -0.149, -0.282

=====

Here is C16H43AsN6O4PPdSi3 as an isolated structure from OMol25. Energies are from the ωB97M-V functional and the def2-TZVPD basis.

Cartesian coordinates (Å):
Pd (-0.2533, 0.1432, 0.4005)
N (0.1641, 2.2737, 0.4366)
N (-0.9537, 3.0138, 0.0433)
C (-2.1867, 2.4498, -0.0545)
O (-3.1752, 3.0920, -0.2672)
O (-2.2395, 1.1031, 0.1086)
H (0.4740, 2.5744, 1.3615)
H (0.8962, 2.4810, -0.2309)
H (-0.9131, 4.0240, 0.0771)
C (4.6417, 0.9772, -0.9658)
N (4.1202, -0.3904, -1.4516)
C (4.7772, -1.4824, -0.5697)
N (4.5244, -1.2100, 0.7995)
C (5.0479, 0.0832, 1.1990)
N (4.3974, 1.1378, 0.4275)
C (2.9891, 1.2951, 0.7549)
P (2.0026, -0.2386, 0.3196)
C (2.6193, -0.4664, -1.4088)
C (3.1550, -1.4517, 1.1971)
H (4.1478, 1.7434, -1.5630)
H (5.7114, 0.9853, -1.1712)
H (4.4194, -0.5321, -2.4203)
H (5.8434, -1.4404, -0.7896)
H (4.3649, -2.4412, -0.8818)
H (6.1220, 0.1181, 1.0169)
H (4.8741, 0.2426, 2.2615)
H (2.6479, 2.1771, 0.2171)
H (2.8797, 1.4951, 1.8231)
H (2.2151, 0.2947, -2.0785)
H (2.3080, -1.4469, -1.7730)
H (2.8953, -2.4698, 0.9416)
H (3.0360, -1.3302, 2.2743)
O (1.0621, -3.3385, 1.4966)
N (0.7567, -3.0887, 0.3471)
O (1.5012, -3.2738, -0.6114)
C (-1.0429, -5.2182, 2.0884)
Si (-2.0086, -3.6414, 2.0478)
C (-1.8418, -2.4996, 3.5038)
C (-3.7391, -4.0573, 1.5399)
As (-1.0050, -2.2420, 0.1050)
Si (-1.5942, -2.7846, -2.2826)
C (-1.8239, -1.1056, -3.0501)
C (-3.1300, -3.8081, -2.1137)
C (-0.2044, -3.7816, -2.9829)
Si (-4.0917, 0.7915, 0.2172)
C (-4.7513, 1.7171, 1.6740)
C (-4.8296, 1.0450, -1.4525)
C (-3.9797, -1.0031, 0.6387)
H (-1.5966, -5.8519, 2.7917)
H (-0.0225, -5.1336, 2.4474)
H (-1.0499, -5.7414, 1.1302)
H (-1.5420, -3.0829, 4.3780)
H (-2.7920, -2.0177, 3.7389)
H (-1.0844, -1.7295, 3.3546)
H (-4.1340, -4.6721, 2.3577)
H (-3.7621, -4.6771, 0.6432)
H (-4.4166, -3.2222, 1.4140)
H (-2.8599, -0.7740, -2.9795)
H (-1.5733, -1.1688, -4.1124)
H (-1.1847, -0.3404, -2.6051)
H (-3.9208, -3.3784, -1.5024)
H (-2.8928, -4.8049, -1.7376)
H (-3.5381, -3.9374, -3.1221)
H (0.7185, -3.2209, -3.1215)
H (-0.5490, -4.1152, -3.9680)
H (0.0129, -4.6727, -2.3948)
H (-3.9977, 2.3283, 2.1720)
H (-5.1653, 1.0271, 2.4111)
H (-5.5442, 2.3965, 1.3578)
H (-4.0988, 0.8884, -2.2475)
H (-5.2290, 2.0513, -1.5630)
H (-5.6442, 0.3318, -1.6049)
H (-3.4108, -1.1448, 1.5591)
H (-3.5719, -1.6079, -0.1736)
H (-4.9905, -1.3756, 0.8254)

Forces on atoms 1 to 6 (eV/Å):
Pd -0.455 -0.030 -0.511
N 0.003 0.050 0.073
N -0.046 0.020 -0.010
C 0.032 0.032 -0.027
O 0.017 0.006 -0.043
O -0.118 0.035 0.205

Values from the calculation:
**Max |F|**: 0.01333 hartree/bohr
**E_HOMO**: -17.776 eV
**Net charge**: +3
**ΔE to the lowest compared entry with this formula, charge and spin**: 3.98 kcal/mol
**Kohn-Sham gap**: 7.3 eV
**LUMO level**: -10.45 eV

Löwdin population analysis, charges in e, atoms 1 to 5: 0.511, -0.034, 0.057, -0.625, 0.129

=====

Here is a 2-piece molecular cluster, C11H11N overall at a distorted geometry from OMol25. Energies are from the ωB97M-V functional and the def2-TZVPD basis.

Cartesian coordinates (Å):
C (2.6451, 1.2079, 0.3231)
C (2.7952, 0.2448, 1.3043)
C (1.7275, 0.0287, 2.1868)
C (0.6359, 0.8487, 2.1110)
C (0.6324, 1.7742, 1.1453)
C (-1.8040, -1.9039, -2.2575)
C (-2.5571, -0.6861, -2.0510)
C (-2.1849, 0.4457, -1.2291)
C (-1.2060, 0.2065, -0.3568)
C (-0.5720, -0.9483, -0.2597)
C (-0.7543, -1.9881, -1.3142)
H (3.6189, 1.4584, -0.1676)
H (3.6880, -0.2838, 1.1241)
H (1.7033, -0.7829, 2.8340)
H (-0.3227, 0.6359, 2.6044)
H (-0.1972, 2.5381, 0.9451)
H (-2.0259, -2.6296, -2.9447)
H (-3.4443, -0.6842, -2.6364)
H (-2.7625, 1.4259, -1.4029)
H (-0.9107, 0.9759, 0.2543)
H (-0.1467, -1.1437, 0.8829)
H (-0.2198, -2.8561, -1.3517)
N (1.6620, 2.1158, 0.2565)

Forces on atoms 1 to 6 (eV/Å):
C 1.665 2.449 0.584
C -1.982 0.089 -0.264
C 1.703 0.172 -1.176
C -1.248 -0.950 0.479
C 0.546 5.426 -3.305
C 1.228 5.140 4.749

Values from the calculation:
**Max |F|**: 0.13817 hartree/bohr
**E_HOMO**: -8.731 eV
**Net charge**: 0
**SMILES string**: c1ccccc1.c1ccncc1
**ΔE to the lowest compared entry with this formula, charge and spin**: 90.13 kcal/mol
**Kohn-Sham gap**: 9.5 eV
**LUMO level**: 0.75 eV

Löwdin population analysis, charges in e, atoms 1 to 5: -0.174, -0.062, -0.078, -0.138, -0.203

=====

Electronic energy across the listed records, respectively: -400.60531, -4416.28637, -10615.46553, -4837.54367, -480.38606 Eh.